43
Properties=species:S:1:pos:R:3:forces:R:3:lowdin_charge:R:1 method="wB97M-V/def2-TZVPD" e_homo_ev=-9.60 spin_multiplicity=1 total_charge=0 smiles="CNC(=O)[C@@H](NC(C)=O)[C@@H](C)O.O=C(O)c1cccc(C(=O)O)n1" energy_ev=-33630.3183 lumo_energy_ev=-0.33
C -4.171 -0.742 4.148 0.16 0.10 -0.13 -0.047
N -3.748 -0.387 2.792 -0.32 -0.58 -0.05 0.023
C -2.961 0.655 2.483 0.75 1.59 1.01 -0.446
O -2.534 1.436 3.332 -0.21 -0.55 -0.65 0.062
C -2.627 0.865 0.998 0.20 0.41 -0.34 -0.170
N -2.014 2.191 0.776 -0.24 -2.17 1.35 0.125
C -2.262 3.079 -0.185 -0.22 1.31 -1.20 -0.554
C -3.360 2.822 -1.199 0.15 -0.01 0.24 0.006
O -1.617 4.112 -0.252 0.15 0.12 0.09 0.041
C -1.715 -0.276 0.507 0.44 0.23 -0.75 -0.397
C -1.320 -0.184 -0.966 -0.57 -0.01 0.14 -0.021
O -0.535 -0.341 1.262 -0.01 -0.35 0.74 -0.003
H -3.867 -1.765 4.375 -0.03 0.05 0.00 0.083
H -3.712 -0.074 4.882 0.00 -0.03 -0.37 0.087
H -5.256 -0.662 4.233 0.04 -0.01 0.02 0.082
H -4.046 -0.992 2.044 -0.03 0.03 0.07 0.132
H -3.565 0.797 0.452 -0.11 0.16 -0.22 0.145
H -1.368 2.504 1.489 -0.11 0.00 0.09 0.152
H -3.433 3.687 -1.856 0.10 -0.08 0.15 0.087
H -3.122 1.945 -1.793 -0.17 -0.18 -0.07 0.064
H -4.308 2.689 -0.683 -0.16 -0.17 -0.08 0.082
H -2.248 -1.217 0.645 0.05 -0.13 0.24 0.139
H -0.695 -1.037 -1.227 0.00 0.03 0.03 0.067
H -0.763 0.733 -1.160 -0.02 0.06 -0.04 0.091
H -2.213 -0.210 -1.590 0.01 0.07 -0.23 0.080
H -0.003 0.435 1.069 0.12 0.11 -0.05 0.101
O 6.733 0.555 -0.093 -1.41 -0.62 0.50 0.083
C 5.644 0.039 0.133 1.52 0.83 0.24 -0.430
O 5.108 0.004 1.384 -0.03 -0.30 -1.41 0.116
C 4.881 -0.564 -1.012 -1.93 -1.21 -1.04 -0.157
C 5.349 -0.400 -2.331 0.43 0.31 0.28 0.014
C 4.653 -0.943 -3.406 -0.27 -0.11 0.85 -0.034
C 3.491 -1.659 -3.138 -0.48 -0.34 -0.10 0.013
C 3.037 -1.821 -1.815 2.00 1.34 0.64 -0.159
C 1.786 -2.604 -1.542 -1.19 -0.88 -0.80 -0.442
O 1.180 -3.102 -2.485 0.58 0.58 1.32 0.078
O 1.359 -2.735 -0.257 0.99 0.51 -1.01 0.111
N 3.740 -1.265 -0.797 -0.03 0.00 0.12 0.191
H 5.751 0.440 1.963 0.07 0.02 -0.09 0.126
H 6.262 0.161 -2.510 -0.13 -0.07 0.16 0.120
H 5.011 -0.816 -4.425 -0.09 -0.03 0.25 0.115
H 2.933 -2.100 -3.959 -0.02 0.02 0.22 0.119
H 0.542 -3.252 -0.285 0.00 -0.04 -0.12 0.125